Entry P
A cluster of 2 separate species, C7H16 in total, computed with the ωB97M-V functional and the def2-TZVPD basis.

Structure (XYZ):
```
23
C7H16, DFT the ωB97M-V functional and the def2-TZVPD basis
C 0.309 -0.828 0.432
H -2.440 -0.977 0.271
H -1.891 2.741 -1.201
C -0.493 -0.727 -0.811
H 3.387 0.287 -0.872
H 0.370 -0.959 2.602
H -1.226 -1.323 1.938
H -1.517 1.953 0.353
H -0.340 3.074 -0.383
H -0.629 1.480 -1.137
H -1.964 -2.132 -0.997
H 2.772 -1.373 -0.910
H -2.512 -0.552 -1.474
C -0.343 -0.689 1.816
H 1.905 -0.104 -1.781
H 2.213 -0.251 1.271
C -1.933 -1.068 -0.701
C 2.473 -0.318 -0.873
C 1.631 -0.033 0.365
C -1.094 2.311 -0.591
H -0.646 0.351 1.993
H 1.386 1.037 0.411
H 0.583 -1.901 0.278
```

Results
LUMO energy = 0.4 eV
frontier orbital gap = 8.359 eV

---

Entry Q
The molecule C7H16, computed with the ωB97M-V functional and the def2-TZVPD basis.

Structure (XYZ):
```
23
C7H16, DFT the ωB97M-V functional and the def2-TZVPD basis
C 0.237 -0.624 0.432
H 0.426 -1.163 2.510
H -1.812 1.773 0.049
H 3.317 0.543 -0.831
H -0.072 2.020 -0.017
C -0.310 -0.672 1.862
C -0.908 1.518 -0.514
H -1.987 -1.774 -0.833
H -0.492 0.330 2.272
H -1.243 -1.240 1.933
C 1.624 0.044 0.442
H 2.270 -0.541 1.111
C -2.084 -0.697 -0.645
H 1.555 1.040 0.901
H 2.344 -0.813 -1.422
C 2.294 0.163 -0.925
H 1.750 0.847 -1.587
H 0.390 -1.669 0.112
H -2.614 -0.554 0.304
C -0.721 -0.005 -0.614
H -0.250 -0.201 -1.584
H -0.999 1.952 -1.519
H -2.715 -0.275 -1.437
```

Results
SMILES string = CC[C@@H](C)C(C)C
LUMO energy = 1.2 eV
frontier orbital gap = 11.866 eV

---

Of them, entry P has the lowest stability.

---

Entry P
A structure of composition C21H28N5OPtS4, computed with the ωB97M-V functional and the def2-TZVPD basis.

Structure (XYZ):
```
60
C21H28N5OPtS4, DFT the ωB97M-V functional and the def2-TZVPD basis
C -1.389 -0.562 -2.738
C -2.612 0.475 2.976
C -1.753 0.045 -3.932
H 2.394 1.360 -1.581
C 5.344 -0.085 0.454
H 0.110 -2.709 -1.738
C -2.618 -2.294 -1.283
H -2.430 0.666 -1.024
C 0.548 2.431 -1.160
C -0.282 1.517 -2.051
N -2.251 0.369 1.631
H -1.193 3.390 -0.269
C -3.835 0.973 3.223
H -3.541 -1.710 -1.276
H -4.025 1.313 -0.943
H 6.214 0.033 1.093
C 5.231 -1.506 -0.094
H 1.744 1.041 0.026
H 2.529 2.581 -0.306
N 1.840 -0.721 4.050
H -2.308 -0.534 -4.661
C 0.546 -0.459 4.291
H -0.407 3.095 -3.478
S -0.089 -0.400 5.891
C 3.013 -1.140 0.692
N -0.345 -0.200 3.351
H -4.302 1.163 4.173
H 0.794 3.285 -1.796
H 3.440 -2.601 -0.630
H 5.671 -1.586 -1.086
H 2.060 -0.977 3.098
S -4.621 1.361 1.746
C -0.552 -2.925 -2.576
H -0.367 2.269 0.820
C -0.215 3.011 0.031
H -2.901 -3.348 -1.263
H 0.347 3.836 0.473
Pt -0.338 -0.259 1.280
H -2.410 -2.269 -3.389
C 1.879 1.813 -0.732
H -2.062 -2.080 -0.369
H -1.685 1.816 -5.148
S 3.845 0.174 1.457
N 3.803 -1.781 -0.165
C -0.687 2.070 -3.266
C -1.410 1.359 -4.208
H 0.003 -2.784 -3.505
H 5.719 -2.228 0.565
O -0.269 -0.521 -0.705
H -0.852 -3.973 -2.518
C -3.229 0.846 0.858
H 2.447 -1.036 4.786
H 5.365 0.664 -0.335
C -1.781 -2.013 -2.531
S 1.435 -1.687 0.926
C -1.641 0.013 5.269
H -2.478 0.186 5.920
N -3.214 0.971 -0.459
C -0.642 0.179 -1.790
C -1.587 0.087 3.925
```

Results
LUMO energy = -2.8 eV
frontier orbital gap = 7.208 eV
net charge = +1

---

Entry Q
A structure of composition C21H28N5OPtS4, computed with the ωB97M-V functional and the def2-TZVPD basis.

Structure (XYZ):
```
60
C21H28N5OPtS4, DFT the ωB97M-V functional and the def2-TZVPD basis
C -1.816 3.244 -2.495
H -1.829 -3.403 3.080
H 1.861 5.606 0.653
C -2.723 2.232 -1.785
H 2.558 1.134 -0.236
C -0.739 3.860 -1.600
H 3.424 -2.172 -5.683
H 4.343 -0.661 -5.700
Pt 0.182 0.122 -0.084
S 3.571 -2.113 -2.519
C -1.136 -3.062 2.328
H -1.211 2.979 0.532
H 3.454 2.495 -0.910
N -0.002 -1.707 0.853
H -1.983 2.232 -4.403
H -0.554 1.770 -3.465
H 1.967 -3.933 -0.433
H -1.399 5.838 -2.069
H -2.158 1.367 -1.442
H 1.114 1.435 1.788
C -0.690 5.246 -1.501
H 5.462 -1.184 -3.651
N 2.688 -0.677 -4.406
S -2.962 1.296 3.212
O 0.157 1.748 -1.153
H 0.289 6.960 -0.654
C 1.637 2.352 2.053
H 2.868 3.827 1.155
S 0.846 -0.693 -2.534
S -0.030 -4.152 1.578
H 2.034 -0.125 -4.945
C 1.144 3.714 -0.046
H -2.845 -1.049 3.948
H 2.437 2.082 2.747
N -1.799 2.829 1.346
N -1.343 0.517 1.397
C -1.194 2.606 -3.745
H -3.228 2.685 -0.930
H -2.453 4.069 -2.823
C -2.492 -0.365 3.193
C 1.135 5.109 0.017
H 0.938 3.011 2.572
C 4.687 -1.889 -3.941
C 3.800 -1.356 -5.064
H 3.958 1.759 0.624
C -1.643 -0.596 2.183
C 0.203 3.081 -0.893
H -2.319 3.603 1.718
C -0.975 -1.828 1.832
C 0.593 -2.860 0.624
C 2.335 -1.095 -3.201
H 5.138 -2.844 -4.190
H -0.600 3.335 -4.301
C 2.215 3.027 0.804
C 0.248 5.879 -0.707
N 1.618 -3.017 -0.218
H 1.780 -2.269 -0.870
H -3.488 1.879 -2.480
C 3.095 2.047 0.018
C -1.952 1.604 1.842
```

Results
LUMO energy = -3.3 eV
frontier orbital gap = 6.787 eV
net charge = +1

---

Of them, entry Q has the lowest stability.